1.
The following is a DFT calculation (wB97M-V/def2-TZVPD) of C3H7NO2S in the gas phase.

Results
- Gap between HOMO and LUMO: 0.3429 hartree
- DFT total energy: -19644.0516 eV
- HOMO: -8.84 eV

CARTESIAN COORDINATES (ANGSTROEM)
C 1.713 0.572 -0.472
C 0.502 0.667 0.410
C -0.415 -0.582 0.267
H 2.678 -0.848 0.666
H 1.991 -1.480 -0.783
H 1.470 0.844 -1.475
H 2.423 1.357 -0.192
H 0.792 0.438 1.423
H -0.463 2.103 1.168
H -2.682 -1.287 -0.278
N 2.422 -0.653 -0.330
O -0.270 1.807 0.258
O -0.037 -1.678 0.553
S -1.969 -0.096 -0.371

***

2.
The following is a DFT calculation (wB97M-V/def2-TZVPD) of C3H7NO2S in the gas phase.

Results
- Gap between HOMO and LUMO: 0.3337 hartree
- DFT total energy: -19638.0536 eV
- HOMO: -8.83 eV

CARTESIAN COORDINATES (ANGSTROEM)
C -0.975 0.609 1.453
C 0.378 1.374 -0.565
C 1.338 -1.387 -1.252
H -1.293 -0.602 1.199
H -1.747 1.573 1.306
H -0.464 0.861 2.600
H 0.712 2.483 -0.676
H -0.614 1.313 -1.008
H 2.481 -1.484 -1.007
H -1.305 -2.172 0.216
N 0.520 -2.231 -0.629
O 0.381 0.830 0.723
O -0.750 -1.541 -0.657
S 1.339 0.374 -1.703

***

3.
The following is a DFT calculation (wB97M-V/def2-TZVPD) of a gas-phase ion, C3H7NO2S2 (charge +1).

Results
- 2S+1: 2
- Gap between HOMO and LUMO (spin up / spin down): 0.3492 / 0.1756 hartree
- DFT total energy: -30470.8611 eV
- HOMO (spin up / spin down): -13.76 / -13.61 eV
- ⟨S²⟩: 0.755
- Charge: +1

CARTESIAN COORDINATES (ANGSTROEM)
N -1.208 -0.916 -1.008
C -0.170 -0.391 -0.111
C -0.429 -1.009 1.295
O 0.504 -1.919 1.558
O -1.300 -0.648 2.024
C -0.262 1.110 0.219
S 0.473 2.286 -0.902
S 2.383 1.964 -1.042
H -1.839 -0.175 -1.304
H -0.752 -1.257 -1.848
H 0.770 -0.851 -0.437
H 0.217 -2.594 2.177
H 0.208 1.359 1.183
H -1.247 1.509 0.495
H 2.651 1.533 -2.299

***

4.
The following is a DFT calculation (wB97M-V/def2-TZVPD) of C3H7NO3 in the gas phase.

Results
- Gap between HOMO and LUMO: 0.4095 hartree
- DFT total energy: -10852.9080 eV
- HOMO: -11.16 eV

CARTESIAN COORDINATES (ANGSTROEM)
C -0.574 0.944 -1.174
C -0.159 -0.389 1.072
C -0.030 -0.241 -0.483
N -0.262 -1.463 -1.200
O 0.154 -2.496 -0.762
O -0.764 -1.347 -2.267
O 1.548 -0.099 -0.888
H -0.536 0.892 -2.276
H -0.083 1.871 -0.749
H -1.600 1.212 -0.837
H -1.094 -1.025 1.256
H -0.005 0.671 1.523
H 0.641 -0.931 1.322
H 1.787 -1.008 -1.055

***

5.
The following is a DFT calculation (wB97M-V/def2-TZVPD) of 2 unconnected molecules or ions with the total composition C3H7NO3.

Results
- Gap between HOMO and LUMO: 0.3967 hartree
- DFT total energy: -10856.2328 eV
- HOMO: -10.28 eV

CARTESIAN COORDINATES (ANGSTROEM)
O 1.388 2.005 -0.137
C 0.954 0.886 0.146
N -0.225 0.593 1.081
C -0.549 -0.581 1.750
O -1.708 -0.785 2.175
C 1.494 -0.434 -0.416
H -0.563 1.416 1.627
H 0.181 -1.265 1.547
H 1.708 -1.063 0.448
H 0.633 -0.958 -0.963
H 2.292 -0.288 -1.112
H -2.570 -0.301 -1.848
H -1.485 0.789 -2.431
O -1.550 -0.014 -1.866

***

6.
The following is a DFT calculation (wB97M-V/def2-TZVPD) of a molecular structure, C3H7NO3.

Results
- Gap between HOMO and LUMO: 0.3546 hartree
- DFT total energy: -10855.6468 eV
- HOMO: -8.96 eV

CARTESIAN COORDINATES (ANGSTROEM)
C -0.130 1.481 -0.806
C -1.264 -0.581 0.959
C 1.096 -0.403 0.129
N -0.348 -0.342 -0.160
O 1.010 1.323 -1.344
O 1.703 -1.254 -0.727
O 1.548 0.052 1.148
H 2.658 -1.151 -0.612
H -0.558 -0.905 -0.980
H -1.040 1.606 -1.415
H -0.203 2.086 0.119
H -1.308 -1.640 1.223
H -2.267 -0.268 0.661
H -0.897 -0.004 1.806

***

7.
The following is a DFT calculation (wB97M-V/def2-TZVPD) of 2 unconnected molecules or ions with the total composition C3H7NO3.

Results
- Gap between HOMO and LUMO: 0.4063 hartree
- DFT total energy: -10856.8855 eV
- HOMO: -10.46 eV

CARTESIAN COORDINATES (ANGSTROEM)
O 1.799 1.206 -0.340
C 1.320 0.170 0.038
N -0.030 -0.126 -0.167
C -0.697 -1.231 0.083
O -1.909 -1.464 -0.157
C 2.057 -0.912 0.814
H -0.466 0.851 -0.253
H 0.083 -2.058 0.245
H 3.162 -0.775 1.031
H 1.993 -1.859 0.188
H 1.629 -1.002 1.818
H -2.547 1.268 0.040
H -2.285 2.005 -1.249
O -2.069 2.044 -0.285

***

8.
The following is a DFT calculation (wB97M-V/def2-TZVPD) of 2 unconnected molecules or ions with the total composition C3H7NO3S.

Results
- Gap between HOMO and LUMO: 0.2088 hartree
- DFT total energy: -21692.1783 eV
- HOMO: 0.41 eV
- Charge: -2

CARTESIAN COORDINATES (ANGSTROEM)
O -1.629 1.328 1.272
C -0.869 1.329 0.290
O -0.837 2.175 -0.656
C 0.308 0.244 0.246
C 1.694 0.814 0.105
S 2.932 -0.495 -0.131
N -0.143 -0.638 -0.835
H 0.309 -0.331 1.209
H 1.678 1.640 -0.591
H 2.027 1.348 1.007
H 0.537 -1.397 -0.851
H -0.258 -0.120 -1.697
H -2.227 -1.325 0.238
H -1.324 -2.285 -0.028
O -2.197 -2.287 0.422

***

9.
The following is a DFT calculation (wB97M-V/def2-TZVPD) of a molecular structure, C3H7NO3S.

Results
- Gap between HOMO and LUMO: 0.3642 hartree
- DFT total energy: -21689.3457 eV
- HOMO: -9.16 eV

CARTESIAN COORDINATES (ANGSTROEM)
C 0.149 -0.829 -0.273
C -0.782 -0.023 -1.238
C -0.358 1.565 0.454
N 0.551 -0.053 0.804
O -2.398 0.242 1.061
O -0.818 1.016 2.804
O -0.559 1.362 -0.873
S -1.735 1.394 1.625
H -0.441 -1.588 0.175
H 1.036 -1.204 -0.942
H -0.467 -0.078 -2.360
H -1.811 -0.343 -1.243
H 0.306 2.466 0.656
H -0.052 0.393 2.452
H 1.437 0.329 0.563

***

Relative energy (zero: lowest compared OMol25 entry of this formula, charge and spin) (computed, kcal per mole): 35.8, 174.1, 0.0, 125.9, 49.2, 62.7, 34.2, 26.6, 60.6